# 1
Below is a molecular structure, C34H37InN6O11P, with properties calculated with wB97M-V/def2-TZVPD.

Values from the calculation:
- HOMO-LUMO gap (eV) = 4.84
- net charge = -1
- M (g mol⁻¹) = 851.493
- strongest force on any atom (eV Å⁻¹) = 1.188
- energy (eV) = -81771.147

```
90
Properties=species:S:1:pos:R:3:forces:R:3
In -3.085214 0.265206 1.205081 -0.453 0.158 0.114
P -3.119798 2.811372 0.876186 0.427 -0.025 -0.319
O -1.997549 1.621743 -3.316741 0.072 -0.010 -0.103
O 3.892489 -5.060524 5.055502 0.052 0.064 -0.083
O 4.928327 3.035414 0.823609 -0.168 -0.073 -0.075
O -1.051790 -0.289905 1.034520 -0.046 0.297 0.037
O -1.152785 1.647456 -5.299468 -0.023 -0.021 0.144
O -8.477074 -0.823982 1.526095 0.046 0.185 -0.085
O 3.218762 1.759954 0.481478 0.205 -0.061 0.179
O 4.832974 -1.952186 -0.100693 0.069 0.035 -0.231
O 5.658266 -1.886283 -2.091428 -0.017 -0.020 0.165
O 5.206094 -4.105541 3.644618 -0.094 -0.050 0.067
O -7.233146 0.925760 1.287252 -0.126 -0.100 0.122
N 5.718979 -2.159076 -0.905550 -0.064 0.000 -0.008
N 4.100047 -4.302114 4.127207 0.063 -0.005 0.030
N 3.874692 2.759283 0.276449 -0.055 -0.010 -0.042
N -4.571761 -2.007020 4.537985 -0.789 -0.615 0.640
N -1.112087 1.377622 -4.107828 -0.085 0.051 -0.066
N -7.991639 0.077752 0.867333 0.138 -0.066 0.087
C 2.137651 3.412673 -1.331665 -0.177 -0.149 -0.003
C 0.627177 -3.090375 3.525811 0.156 0.046 -0.110
C -8.347992 0.149552 -0.559331 -0.051 -0.002 -0.201
C 9.163405 -3.579161 -0.821847 -0.003 -0.028 0.115
C 2.959412 -3.583050 3.551382 -0.074 0.053 -0.052
C 1.140978 0.470523 -4.482914 0.130 0.010 -0.212
C 4.064928 4.840522 -1.030113 0.184 0.147 0.013
C -9.578773 -0.685465 -2.420953 0.051 0.090 -0.047
C 3.562758 5.709594 -1.984239 -0.105 -0.040 -0.044
C 3.175452 -2.742216 2.474763 0.082 0.081 -0.106
C 6.953903 -2.787592 -0.410715 0.184 -0.080 0.092
C 8.209677 -3.727096 1.383994 0.121 -0.029 -0.064
C 7.041098 -3.145312 0.922705 -0.149 0.035 0.139
C -4.673365 3.061968 -0.155207 0.781 0.187 0.650
C -3.757654 -0.140590 3.297865 0.640 0.259 -0.813
C -9.238688 -0.769161 -1.080770 -0.156 -0.178 -0.004
C 1.344361 -0.220329 -1.796558 0.153 -0.033 -0.105
C 0.186212 0.381100 -2.262217 -0.127 0.029 0.141
C 3.344950 3.701474 -0.721884 -0.077 0.138 -0.157
C 9.270630 -3.940002 0.515028 -0.007 0.004 -0.007
C -8.123810 1.214080 -2.679126 -0.099 -0.084 -0.033
C 2.400028 -0.468902 -2.662912 0.033 -0.028 0.038
C 0.820620 -2.247574 2.434403 -0.215 -0.015 -0.023
C -3.666967 3.548461 2.507755 -0.262 -0.844 -0.706
C 1.696910 -3.766131 4.090057 -0.185 -0.090 0.156
C 1.641411 4.288765 -2.282403 0.068 0.094 -0.053
C -7.781074 1.139358 -1.338848 0.144 0.204 -0.032
C -9.023937 0.306112 -3.219024 -0.001 0.002 -0.004
C -3.779681 -1.552584 3.668366 0.064 -0.126 -0.070
C 2.099053 -2.076837 1.915750 -0.126 -0.052 0.100
C 7.997200 -3.000652 -1.292933 0.106 0.015 -0.215
C 2.354142 5.433311 -2.611125 0.015 -0.005 0.002
C 2.295594 -0.125967 -4.005452 -0.024 0.001 0.103
C 0.103001 0.720482 -3.601752 0.208 -0.080 0.102
H 0.697868 4.076427 -2.765970 -0.028 -0.025 0.030
H -3.646263 4.622370 2.462181 0.075 0.511 0.099
H -0.021866 -1.714790 1.982035 0.157 -0.034 0.047
H -4.735763 2.303347 -0.919937 -0.045 -0.268 -0.239
H -9.292699 0.369937 -4.265531 0.008 -0.008 -0.008
H -9.664018 -1.539883 -0.455971 0.069 0.040 0.114
H 1.423628 -0.488832 -0.752819 -0.132 0.038 0.016
H 8.289623 -4.013055 2.423343 -0.053 0.003 0.018
H -3.979340 -0.587215 -0.063371 0.148 0.039 0.100
H -10.277239 -1.394899 -2.843314 -0.004 -0.021 0.012
H -0.365421 -3.221064 3.935357 -0.009 0.000 0.016
H -0.563361 0.436968 1.443535 -0.012 -0.114 -0.108
H -3.091218 -2.244251 3.187266 0.444 -0.025 -0.245
H -4.727572 0.306353 3.444936 -0.398 0.130 0.252
H 1.966175 6.113488 -3.358060 -0.009 0.008 0.002
H 7.908086 -2.720102 -2.331524 -0.119 0.053 0.017
H 1.545419 -4.421991 4.934484 0.122 -0.035 0.001
H -5.530577 3.033800 0.499731 -0.497 -0.127 0.083
H 4.162247 -2.605325 2.069387 0.052 -0.036 0.037
H -3.038082 3.173777 3.301656 0.308 0.055 0.246
H 6.217301 -2.982917 1.600623 -0.036 0.014 -0.041
H -3.058446 0.340597 3.976821 0.290 0.331 0.004
H -4.428630 -3.011426 4.633842 -0.065 -0.067 0.080
H -4.674686 3.208673 2.708981 -0.373 0.033 0.241
H -0.620832 0.576493 -1.575197 -0.214 0.018 0.068
H 1.585706 2.520470 -1.073726 0.082 -0.003 0.069
H 3.305457 -0.931065 -2.291344 -0.001 0.006 -0.006
H -4.601302 4.035556 -0.616894 -0.177 0.325 -0.262
H 2.256878 -1.421219 1.071110 0.049 0.015 0.015
H 1.056194 0.738357 -5.525328 -0.120 0.052 0.019
H 3.117634 -0.322498 -4.680569 0.003 0.000 -0.016
H 5.002917 5.050884 -0.538773 0.001 -0.113 0.072
H 10.184688 -4.389467 0.880434 0.003 -0.009 0.000
H 9.990127 -3.747978 -1.497975 -0.004 0.004 -0.024
H -7.686259 1.981716 -3.302108 0.034 0.010 0.014
H -7.077876 1.841476 -0.914617 0.000 -0.073 0.103
H 4.115108 6.603375 -2.240192 0.017 0.008 0.013
```
Positions in Å, forces in eV/Å.

=====

# 2
Below is a molecular structure, C32H16Cl4N3O13TeY, with properties calculated with wB97M-V/def2-TZVPD.

Values from the calculation:
- HOMO-LUMO gap (eV) = 6.44
- net charge = -2
- energy above the lowest of the compared OMol25 structures with the same formula, charge and spin (kcal/mol) = 20.9
- M (g mol⁻¹) = 1008.806
- strongest force on any atom (eV Å⁻¹) = 1.787
- energy (eV) = -122959.474

```
70
Properties=species:S:1:pos:R:3:forces:R:3
Te 1.492686 0.074168 -2.765043 -0.002 -0.659 -0.714
Y -0.017456 -0.116795 0.019290 0.284 0.479 -0.095
Cl -3.278819 5.922635 1.429671 0.147 -0.244 -0.124
Cl -3.188230 5.892937 -1.725206 0.090 -0.152 0.109
Cl -1.925837 3.518578 3.034637 -0.048 0.109 -0.135
Cl -1.763172 3.458765 -3.209604 -0.046 0.083 0.138
O -7.174789 2.156446 -1.920264 0.081 0.062 -0.100
O -0.881983 -1.435471 -1.402475 -0.964 -0.688 -0.910
O -0.795563 -1.493250 1.455530 -0.384 -0.724 1.003
O 3.065231 -0.543062 2.782063 0.058 0.018 -0.096
O -0.628576 1.484662 -1.341502 -0.269 0.873 -0.376
O -6.354203 2.660089 -0.000381 0.045 0.084 -0.052
O 1.774952 -0.660075 0.957108 1.347 -0.353 1.120
O -3.012099 -4.112988 3.650309 0.120 0.201 0.062
O -3.143203 -2.443405 2.306776 -0.124 0.184 0.049
O -0.637256 1.520031 1.272909 -0.498 0.873 0.137
O 2.293278 -3.302697 6.554944 0.044 0.019 0.011
O 0.387215 -4.223403 6.923293 -0.037 -0.007 -0.013
O -2.277974 -2.613034 -2.702600 0.090 0.033 -0.070
N -2.537812 -3.121110 3.102333 0.604 -0.187 -0.202
N 1.141302 -3.546920 6.240521 -0.130 0.178 -0.430
N -6.318107 2.067462 -1.057954 0.172 -0.508 0.063
C 3.456051 0.082295 -3.511104 0.396 0.381 0.085
C 6.033213 -0.015351 -4.570297 -0.090 0.000 0.071
C -3.237710 0.042685 -0.488374 -0.031 -0.123 -0.118
C -2.022599 -1.673944 -1.966868 0.220 0.075 0.116
C -1.802247 3.552143 -1.471866 -0.134 0.131 -0.007
C -2.485173 4.621925 0.577163 0.021 -0.053 0.154
C 2.044200 -0.886263 2.212556 -0.182 -0.087 -0.397
C -4.275136 0.936247 -0.279489 0.258 0.034 0.192
C -5.188560 1.119888 -1.289008 -0.535 0.500 -0.011
C 1.456761 -2.202734 4.187818 0.141 0.068 -0.052
C -5.113707 0.449384 -2.492663 0.043 -0.117 -0.198
C 2.501254 -4.065441 -1.747008 -0.018 0.126 -0.052
C -3.124411 -0.659842 -1.686202 -0.132 0.027 0.079
C 1.929655 -4.820002 -2.763161 -0.019 0.101 -0.032
C -0.643558 -3.297476 4.588443 -0.194 -0.079 0.103
C 3.652721 0.215656 -4.881016 0.286 -0.017 -0.034
C -4.076815 -0.450092 -2.678782 -0.075 0.061 -0.071
C 1.010881 -1.694671 2.994866 -0.050 -0.036 0.065
C 1.689067 -2.047064 -2.780948 -0.182 -0.146 0.008
C -2.445175 4.613257 -0.805552 0.035 -0.087 -0.113
C -1.876316 3.571347 1.296400 -0.051 0.210 0.120
C -0.342077 -1.950539 2.551192 0.216 0.208 -0.265
C -1.215105 2.532017 0.655980 -0.049 -0.134 0.251
C 5.836855 -0.138231 -3.197901 -0.084 0.006 -0.057
C 4.552654 -0.084053 -2.666741 0.142 0.035 -0.171
C 1.112963 -2.802193 -3.796931 0.039 -0.041 0.133
C 1.232942 -4.186437 -3.785051 0.028 0.030 0.050
C -1.200218 2.513552 -0.772398 0.008 0.075 -0.199
C 0.638954 -3.001343 4.972470 0.264 -0.284 0.674
C -1.125797 -2.771884 3.416277 -0.677 -0.192 0.044
C 2.379555 -2.678553 -1.749677 -0.075 -0.114 -0.122
C 4.940793 0.164226 -5.409278 -0.064 -0.010 0.066
H 2.793613 -2.099277 -0.932992 -0.009 0.005 0.012
H -4.361361 1.490313 0.644187 0.005 -0.032 0.004
H -3.985533 -1.009245 -3.601510 -0.023 0.017 0.052
H -5.855948 0.632722 -3.255782 0.018 -0.006 0.006
H 0.539901 -2.316722 -4.576052 -0.001 0.005 0.008
H 6.684342 -0.274148 -2.536568 -0.006 0.003 -0.013
H 5.086855 0.263124 -6.478691 0.005 -0.001 0.012
H 3.028574 -4.552744 -0.935949 -0.007 0.004 0.005
H 4.405342 -0.174883 -1.596661 -0.014 0.011 -0.029
H 7.035096 -0.056633 -4.982747 -0.034 0.001 0.017
H 2.801176 0.350935 -5.538420 0.032 -0.007 0.038
H 2.009989 -5.900490 -2.748772 -0.003 0.013 0.002
H -1.273435 -3.921247 5.196734 -0.079 -0.076 0.064
H -2.557214 -0.110349 0.335219 0.026 -0.172 0.122
H 2.462360 -1.965790 4.499678 0.037 0.000 0.003
H 0.756241 -4.770939 -4.563278 0.020 0.012 0.013
```
Positions in Å, forces in eV/Å.

=====

Question: strongest force on any atom of number 1 (C34H37InN6O11P)?
Answer: 1.188 eV Å⁻¹